Record 1
ORCA calculation (ωB97M-V with the def2-TZVPD basis set) on the molecule H4NO3PS2.

Calculated values
HOMO ... -9.103 eV
Orbital gap ... 0.339 Ha
M ... 161.144 g mol⁻¹
Energy ... -1420.5459 Ha
F_max ... 5.91 eV/A
Relative energy (zero: lowest compared OMol25 entry of this formula, charge and spin) ... 11.3 kcal per mole

The geometry in XYZ format:
```
11
Properties=species:S:1:pos:R:3:forces:R:3
N -1.01922 0.29180 1.48644 -3.62 4.67 0.13
O -0.21376 0.66617 -0.99231 -0.57 0.31 -0.68
O 1.17948 -0.37836 0.89908 -0.33 0.94 0.19
O -1.17920 -0.47673 -3.37416 0.09 0.84 2.18
P 0.17163 1.01145 0.60698 1.32 -1.72 -2.13
S 2.68023 -0.65785 0.21369 0.06 2.35 -0.04
S -0.68468 -0.69877 -1.99012 0.61 -0.77 0.43
H -0.68126 -0.44292 1.95797 1.15 -3.60 2.28
H -1.61803 0.94066 2.11933 1.54 -1.59 -1.64
H 3.13795 0.71446 0.21134 -0.46 -1.93 0.01
H -1.77315 -0.96990 -1.13825 0.22 0.50 -0.74
```
Forces are in eV/Å.

How is the electron density shared among the atoms? According to Löwdin, the charges in e are: -0.16, -0.73, -0.92, -0.52, 0.76, 0.68, 0.90, -0.03, 0.11, -0.09, 0.00

=====

Record 2
ORCA calculation (ωB97M-V with the def2-TZVPD basis set) on a cluster of 2 separate species, C31H37N2O8P in total.

Calculated values
HOMO ... -9.354 eV
SMILES string ... O=COCCCCc1c(CP(=O)(O)O)c(-c2cccnc2)c2c(c1-c1ccccc1)C(=O)N(O)C2=O.CCCCCC
Orbital gap ... 0.314 Ha
M ... 596.617 g mol⁻¹
Energy ... -2256.3415 Ha
F_max ... 0.78 eV/A

The geometry in XYZ format:
```
79
Properties=species:S:1:pos:R:3:forces:R:3
O 1.03662 5.74091 -0.09198 -0.13 -0.26 -0.11
C 0.25816 4.83603 -0.02131 0.34 0.52 0.16
O 0.00028 4.02162 -1.04981 -0.15 0.01 -0.13
C -1.00804 3.02083 -0.87519 0.03 -0.35 0.13
C -0.55192 1.65627 -1.42572 0.27 0.13 0.36
C 0.88095 1.63488 -1.95777 -0.29 -0.27 0.17
C 1.30281 0.22988 -2.43816 -0.02 0.03 0.09
C 1.87672 -0.59779 -1.31445 -0.20 -0.26 -0.01
C 1.06212 -1.51736 -0.60957 0.10 0.20 0.18
C -0.35917 -1.77729 -1.04664 0.23 -0.24 -0.15
P -0.49020 -2.84182 -2.50979 -0.49 0.47 -0.38
O -1.35060 -2.28805 -3.56135 0.16 -0.12 0.09
O 0.98193 -3.10134 -3.06913 0.13 -0.09 0.05
O -0.98998 -4.22787 -1.89606 0.20 -0.09 0.00
C 1.57004 -2.26122 0.46926 0.13 0.10 0.11
C 0.73457 -3.22228 1.23935 -0.01 -0.07 0.00
C -0.26633 -2.80083 2.10550 -0.07 -0.23 0.04
C -1.00517 -3.76203 2.77620 0.07 -0.10 -0.05
C -0.72170 -5.10412 2.55197 0.01 0.17 0.01
N 0.24297 -5.52628 1.73724 -0.05 0.13 -0.01
C 0.94740 -4.59361 1.10846 -0.06 0.13 0.02
C 2.90942 -2.07978 0.78952 -0.02 0.19 -0.19
C 3.72125 -1.21120 0.07059 -0.10 -0.14 0.13
C 3.23994 -0.46495 -0.99955 -0.04 0.21 0.36
C 4.18741 0.35850 -1.79937 0.07 -0.13 -0.10
C 5.20897 -0.31957 -2.45522 0.00 -0.19 -0.09
C 6.14007 0.35261 -3.21988 0.07 0.09 -0.11
C 6.06874 1.73220 -3.33649 0.07 -0.13 -0.03
C 5.06017 2.41779 -2.68353 0.20 0.20 -0.16
C 4.12677 1.74022 -1.92214 -0.16 0.08 0.21
C 5.08924 -1.24398 0.67881 0.49 0.35 0.22
O 6.05082 -0.55921 0.46015 -0.33 -0.53 -0.19
N 5.03863 -2.22725 1.71920 -0.29 -0.22 -0.70
O 6.07994 -3.15738 1.77443 0.01 0.45 0.51
C 3.71524 -2.72512 1.86553 0.01 0.08 0.27
O 3.35692 -3.46426 2.73603 0.10 -0.29 -0.21
H -0.29175 4.61472 0.90711 -0.15 -0.21 -0.07
H -1.21219 2.90896 0.19115 -0.10 0.15 0.05
H -1.92534 3.34368 -1.36287 0.04 0.19 -0.07
H -0.56712 0.97176 -0.57456 -0.20 -0.16 -0.10
H -1.25766 1.29551 -2.17268 -0.01 -0.02 -0.07
H 1.51614 1.90649 -1.11604 0.08 0.25 -0.20
H 1.00539 2.36210 -2.75603 0.10 0.07 0.00
H 2.05998 0.32114 -3.21447 0.00 0.03 -0.05
H 0.44540 -0.26991 -2.88378 0.03 -0.01 -0.19
H -0.87953 -0.88099 -1.36273 -0.04 0.07 0.12
H -0.92720 -2.25581 -0.25459 -0.10 0.04 0.00
H 1.61322 -3.40169 -2.40324 0.02 -0.03 -0.01
H -1.24602 -4.82073 -2.61657 -0.11 -0.12 0.11
H -0.47697 -1.74946 2.25586 0.08 0.07 -0.03
H -1.78891 -3.48710 3.46740 -0.03 0.03 0.00
H -1.30411 -5.86590 3.05446 0.03 -0.09 0.01
H 1.73999 -4.94061 0.45383 0.02 -0.08 -0.02
H 5.27417 -1.39664 -2.36942 -0.02 -0.05 0.03
H 6.91825 -0.19793 -3.72968 0.04 -0.02 0.01
H 6.80192 2.26067 -3.92878 0.00 0.07 -0.03
H 5.00791 3.49381 -2.77296 -0.06 0.05 0.07
H 3.37078 2.31374 -1.40729 0.03 -0.04 0.02
H 5.99880 -3.69484 0.97352 0.01 -0.03 -0.02
C -6.64956 3.92789 1.53595 0.05 -0.02 -0.07
C -6.29296 2.55574 0.97178 -0.07 0.03 0.05
C -6.23771 1.45602 2.03136 0.03 -0.03 -0.02
C -5.18381 1.66504 3.12049 -0.03 0.04 0.00
C -3.75382 1.81671 2.60554 0.02 -0.08 0.04
C -3.24422 0.58637 1.86020 0.08 0.12 -0.03
H -5.90872 4.27428 2.25817 -0.01 0.00 0.01
H -6.70429 4.67359 0.74203 -0.02 0.01 0.01
H -7.61965 3.90127 2.03596 0.01 0.00 0.03
H -5.33811 2.61469 0.44116 0.00 -0.02 -0.01
H -7.03837 2.27525 0.22378 0.02 0.00 -0.03
H -6.06771 0.49576 1.53653 0.01 0.00 0.01
H -7.21814 1.37467 2.51010 -0.01 0.01 -0.01
H -5.22380 0.81693 3.81106 0.02 -0.01 0.00
H -5.43990 2.54584 3.71486 -0.01 0.00 -0.01
H -3.09829 2.01283 3.45800 0.01 0.02 -0.01
H -3.68063 2.69410 1.95625 -0.01 0.02 0.01
H -3.27107 -0.29690 2.50226 -0.02 -0.02 -0.02
H -2.21008 0.73489 1.53764 0.00 -0.05 0.00
H -3.83928 0.37687 0.97009 0.00 -0.03 0.00
```
Forces are in eV/Å.

How is the electron density shared among the atoms? According to Löwdin, the charges in e are: 0.09, -0.35, -0.03, -0.16, -0.15, -0.17, -0.11, -0.09, -0.12, -0.14, 0.42, -0.26, -0.10, -0.12, -0.06, -0.18, -0.02, -0.05, -0.13, 0.09, -0.10, -0.02, -0.01, -0.04, -0.18, -0.04, -0.07, -0.08, -0.06, -0.02, -0.31, 0.17, -0.02, 0.07, -0.33, 0.17, 0.14, 0.10, 0.13, 0.09, 0.12, 0.10, 0.13, 0.13, 0.10, 0.07, 0.09, 0.09, 0.09, 0.12, 0.10, 0.10, 0.12, 0.12, 0.11, 0.10, 0.11, 0.10, 0.12, -0.11, -0.27, -0.23, -0.23, -0.27, -0.11, 0.06, 0.07, 0.08, 0.09, 0.10, 0.10, 0.11, 0.11, 0.10, 0.11, 0.09, 0.07, 0.05, 0.07

=====

Record 3
ORCA calculation (ωB97M-V with the def2-TZVPD basis set) on a cluster of 5 separate species, C45H95N5O5 in total.

Calculated values
HOMO ... -7.923 eV
SMILES string ... CC1(C)CCCC(C)(C)N1O.CC1(C)CCCC(C)(C)N1O.CC1(C)CCCC(C)(C)N1O.CC1(C)CCCC(C)(C)N1O.CC1(C)CCCC(C)(C)N1O
Orbital gap ... 0.307 Ha
M ... 786.285 g mol⁻¹
Energy ... -2421.0988 Ha
F_max ... 4.48 eV/A
Relative energy (zero: lowest compared OMol25 entry of this formula, charge and spin) ... 155.2 kcal per mole

The geometry in XYZ format:
```
150
Properties=species:S:1:pos:R:3:forces:R:3
C 15.83743 -22.84649 -20.22352 0.33 -0.73 -1.06
C 17.18149 -22.86483 -19.45660 -0.41 -0.47 -0.79
C 18.27019 -23.55788 -20.31932 0.20 -0.51 -0.31
C 19.70256 -23.37742 -19.78721 -2.43 -0.59 0.51
C 19.94643 -21.87576 -19.70340 -0.10 -0.98 -1.30
C 18.97042 -21.02158 -18.82378 1.52 -1.45 -0.69
N 17.55120 -21.44318 -19.24591 2.50 -0.50 -0.82
O 16.58874 -20.82572 -18.48796 -0.40 0.28 0.88
C 19.46449 -21.22827 -17.34654 -2.06 0.87 0.21
C 19.17697 -19.56378 -19.29733 -0.50 -0.89 -0.91
C 16.89906 -23.77556 -18.21277 0.65 -0.03 0.30
H 15.35441 -23.82163 -20.28600 -0.03 -0.32 0.99
H 16.02891 -22.79174 -21.29518 0.09 1.21 -0.11
H 15.12482 -22.11599 -19.84057 0.22 -0.01 -0.24
H 18.04029 -24.60551 -20.51354 -0.27 -0.53 1.20
H 18.32329 -23.38606 -21.39438 -0.44 1.70 -0.13
H 20.26494 -23.95983 -20.51704 0.88 0.49 0.31
H 19.72368 -23.87087 -18.81553 0.48 -0.08 0.18
H 19.76657 -21.61850 -20.74723 0.29 0.72 -0.15
H 21.01633 -21.80499 -19.50744 -0.10 0.99 0.42
H 20.47648 -20.92439 -17.07890 0.17 -0.13 -0.80
H 18.84952 -20.52645 -16.78319 -0.15 -0.01 0.48
H 19.25795 -22.20853 -16.91697 0.14 -0.16 -0.30
H 18.84306 -19.54964 -20.33483 -0.42 -0.03 -0.07
H 18.57323 -18.81350 -18.78676 0.48 -0.02 0.36
H 20.23735 -19.36803 -19.45661 0.09 0.38 0.93
H 17.24299 -24.77291 -18.48681 -0.25 -0.09 -0.02
H 15.84394 -23.85732 -17.95172 0.00 0.21 -0.09
H 17.44925 -23.57411 -17.29363 0.14 0.43 0.02
H 16.53323 -21.44515 -17.75664 -0.60 0.28 0.98
C 32.16253 -35.99827 -26.06952 -0.05 0.99 0.60
C 30.78287 -36.66599 -26.08887 0.75 -2.92 -2.10
C 30.94353 -38.20165 -25.80739 0.49 -1.23 1.20
C 31.20773 -38.49882 -24.30880 0.69 2.32 -0.08
C 30.18420 -37.82434 -23.39221 0.08 -0.64 -0.91
C 29.85137 -36.35835 -23.74971 -1.17 -0.91 1.92
N 29.77901 -36.18643 -25.18994 -0.05 -3.84 1.47
O 29.35710 -34.97460 -25.46065 -1.19 4.11 -1.30
C 28.36435 -36.19040 -23.02118 1.85 1.83 -0.82
C 30.92761 -35.41112 -23.12545 -1.03 -0.77 0.76
C 30.23815 -36.62292 -27.58946 -0.34 0.47 1.21
H 32.95164 -36.52519 -26.60596 -0.31 -0.17 -0.16
H 32.51993 -35.81169 -25.05683 0.03 -0.30 -0.02
H 32.06987 -34.99417 -26.48341 0.04 0.06 -0.24
H 30.16707 -38.88604 -26.14917 -0.90 0.72 -0.12
H 31.78728 -38.65762 -26.32534 0.42 0.66 -0.33
H 32.08681 -37.88797 -24.10338 0.74 -0.33 0.02
H 31.48019 -39.51293 -24.01649 -0.41 -0.10 -0.31
H 30.58967 -37.79896 -22.38074 -0.37 -0.30 0.20
H 29.28097 -38.42962 -23.46905 -0.26 0.15 0.44
H 28.29392 -36.55499 -21.99638 0.42 -0.94 -0.29
H 28.26166 -35.12879 -22.79641 -0.28 0.37 -0.54
H 27.52353 -36.49732 -23.64322 0.24 -0.26 0.01
H 30.81708 -35.22517 -22.05713 -0.70 -0.18 0.21
H 31.83438 -36.01580 -23.11001 0.56 0.85 -0.69
H 30.87431 -34.41506 -23.56489 0.71 -0.28 -0.44
H 30.78110 -37.21653 -28.32494 0.56 0.12 0.38
H 30.19616 -35.58230 -27.91108 0.00 -0.03 -0.22
H 29.23278 -37.04309 -27.61740 -0.20 0.11 0.18
H 28.59203 -35.12240 -26.02139 -0.30 0.45 -0.05
C 27.87703 -27.14854 -28.61274 -0.28 -1.46 -0.87
C 27.59670 -26.40077 -27.35451 0.20 1.21 -1.60
C 26.03433 -26.05036 -27.45044 0.67 0.01 0.41
C 25.37923 -25.79623 -26.10880 -0.28 0.06 -0.95
C 25.71942 -26.84945 -25.09162 1.53 0.64 0.21
C 27.25720 -27.01769 -24.90588 0.98 0.82 0.62
N 27.92220 -27.26504 -26.21028 -3.62 -0.70 -0.22
O 29.22446 -27.63843 -26.10057 1.94 0.96 0.27
C 27.96310 -25.86819 -24.18763 0.41 1.72 1.45
C 27.44855 -28.18770 -23.96427 0.05 -2.07 -0.09
C 28.50140 -25.12984 -27.52399 -0.32 1.04 2.14
H 27.25819 -28.04382 -28.55271 0.38 -0.51 -0.30
H 28.93650 -27.36883 -28.74355 -0.05 -0.26 0.13
H 27.55368 -26.64118 -29.52166 -0.03 0.42 0.16
H 25.89429 -25.12151 -28.00336 0.50 -0.01 -0.31
H 25.44681 -26.76914 -28.02164 0.51 -0.61 0.04
H 24.29478 -25.79809 -26.21868 -0.12 0.20 -0.18
H 25.67330 -24.75775 -25.95654 0.01 -0.08 1.37
H 25.36708 -27.83961 -25.38065 -0.34 0.10 -0.18
H 25.26151 -26.56110 -24.14543 0.18 -0.28 0.24
H 27.50695 -24.88450 -24.07640 -0.85 0.02 -0.67
H 28.11973 -26.09354 -23.13274 -0.01 -0.36 0.12
H 28.96122 -25.57482 -24.51289 0.08 -0.70 -0.56
H 28.45332 -28.48648 -23.66550 0.43 0.61 -0.48
H 26.95836 -28.12646 -22.99264 -0.47 0.61 -0.22
H 27.05786 -29.08728 -24.43990 -0.24 -0.21 -0.08
H 28.45085 -24.62013 -26.56183 0.06 0.41 0.16
H 28.21482 -24.35670 -28.23689 -0.59 -0.49 -0.34
H 29.57512 -25.24537 -27.67189 -0.09 -0.89 -0.11
H 29.33642 -28.57971 -26.25239 -0.63 -0.21 -0.18
C 21.10460 -27.22850 -39.58626 -0.92 -0.66 0.33
C 20.76034 -27.67268 -38.08876 -1.09 0.24 0.70
C 21.51344 -28.90963 -37.70250 1.66 -0.34 -0.70
C 22.98203 -28.63052 -37.53244 1.53 0.32 1.77
C 23.30119 -27.48476 -36.46801 -0.87 -0.08 -1.49
C 22.42154 -26.19967 -36.63360 0.44 0.23 -0.91
N 21.03379 -26.61391 -37.09051 0.28 -0.79 1.21
O 20.17397 -25.51809 -37.36086 0.64 0.31 0.06
C 22.34585 -25.47499 -35.25054 -1.02 -0.76 -0.18
C 23.03389 -25.17266 -37.64684 0.11 -0.28 0.60
C 19.20628 -28.11991 -37.91176 0.99 2.38 -1.54
H 20.79283 -26.24384 -39.93459 -0.59 0.14 0.76
H 20.55639 -27.94327 -40.20000 0.17 -0.06 -0.34
H 22.14380 -27.22031 -39.91505 0.24 -0.60 0.65
H 21.25039 -29.46015 -36.79927 -0.88 0.66 0.21
H 21.41367 -29.65596 -38.49062 -0.18 0.01 -0.25
H 23.59602 -28.50816 -38.42471 -0.44 0.33 -0.27
H 23.38026 -29.53230 -37.06734 0.36 -0.14 -0.07
H 24.33580 -27.16962 -36.60354 0.07 -0.04 0.10
H 23.21563 -27.88196 -35.45657 -0.24 -0.03 -0.02
H 21.65000 -24.63636 -35.27480 0.06 0.13 -0.18
H 21.93779 -26.18633 -34.53249 -0.15 -0.09 0.07
H 23.27279 -25.12352 -34.79738 0.31 -0.08 -0.63
H 23.31508 -25.53718 -38.63485 -0.76 -0.32 -0.14
H 22.31161 -24.35652 -37.66473 0.18 0.08 -0.55
H 23.99434 -24.77445 -37.31964 -0.05 0.08 0.64
H 18.94895 -28.80149 -38.72252 0.00 -0.25 0.27
H 18.70133 -27.17829 -38.12732 -0.52 -0.12 -0.20
H 18.81293 -28.41069 -36.93768 0.85 -0.38 0.07
H 19.64394 -25.47940 -36.56138 -0.19 0.12 0.03
C 40.29924 -27.37147 -22.09977 0.08 0.73 0.35
C 38.98466 -26.55850 -21.98359 -1.88 -0.30 -0.82
C 38.57393 -25.84882 -23.37202 0.02 -0.21 0.05
C 37.07713 -25.47302 -23.44737 2.62 1.20 0.93
C 36.36590 -26.76977 -23.34717 -0.23 1.24 -0.31
C 36.53522 -27.49524 -22.01636 0.02 -0.89 0.82
N 37.91989 -27.54747 -21.49758 1.07 -0.22 -3.84
O 38.03801 -27.93450 -20.15782 -0.37 0.97 -0.77
C 35.59482 -26.86637 -20.95170 -0.31 -0.74 -0.56
C 36.10641 -28.99090 -22.24962 -0.65 0.32 0.90
C 38.98397 -25.44751 -20.97464 1.36 0.78 0.67
H 41.11858 -26.82849 -22.57089 -0.13 0.41 -0.13
H 40.19386 -28.29917 -22.66224 -0.43 0.11 0.08
H 40.66891 -27.60701 -21.10179 -0.16 -0.21 0.09
H 39.18067 -24.97009 -23.59064 0.36 0.19 0.81
H 38.82024 -26.44161 -24.25294 -0.14 -0.70 0.14
H 36.85454 -24.80041 -24.27572 0.00 -0.81 -0.84
H 36.88992 -24.72686 -22.67517 -0.34 -0.46 0.81
H 36.77884 -27.34104 -24.17857 -0.55 -0.46 0.00
H 35.35155 -26.41225 -23.52431 -0.64 -1.37 0.09
H 35.60586 -27.40276 -20.00288 0.13 -0.23 -0.10
H 35.76499 -25.81835 -20.70514 -0.05 0.14 -0.48
H 34.61867 -27.06048 -21.39618 -0.37 0.60 0.38
H 35.53416 -29.22971 -21.35318 0.23 -0.71 0.12
H 35.41358 -29.20714 -23.06284 -0.01 0.59 -0.28
H 36.95140 -29.66873 -22.37051 0.07 0.29 0.20
H 39.82036 -24.78819 -21.20673 0.35 0.01 0.43
H 39.08645 -25.87347 -19.97656 0.46 0.31 0.11
H 38.14230 -24.75642 -20.92884 -0.44 -0.47 -0.47
H 37.68966 -27.11093 -19.80855 -0.07 -0.13 1.60
```
Forces are in eV/Å.

Löwdin population analysis, charges in e, atoms 1 to 99: -0.04, -0.47, -0.17, -0.18, -0.16, -0.44, -0.11, -0.01, -0.03, -0.04, -0.03, 0.08, 0.08, 0.08, 0.11, 0.11, 0.11, 0.10, 0.11, 0.12, 0.08, 0.07, 0.06, 0.08, 0.08, 0.08, 0.08, 0.08, 0.07, 0.08, -0.03, -0.47, -0.13, -0.17, -0.16, -0.43, -0.19, 0.01, -0.01, -0.03, -0.03, 0.09, 0.06, 0.08, 0.11, 0.11, 0.09, 0.11, 0.12, 0.11, 0.07, 0.06, 0.07, 0.08, 0.07, 0.09, 0.08, 0.07, 0.08, 0.12, -0.08, -0.47, -0.12, -0.20, -0.12, -0.48, -0.13, 0.00, -0.05, -0.07, -0.04, 0.09, 0.08, 0.09, 0.11, 0.11, 0.11, 0.11, 0.12, 0.12, 0.08, 0.07, 0.08, 0.08, 0.09, 0.08, 0.06, 0.08, 0.08, 0.11, -0.01, -0.45, -0.19, -0.18, -0.10, -0.45, -0.11, -0.04, -0.04